Entry 1:
Density functional theory data (the ωB97M-V functional and the def2-TZVPD basis) for one molecule with the formula C5H9NO.

2S+1: 1
Charge: 0
ΔE to the lowest compared entry with this formula, charge and spin, kcal/mol: 45.7
SMILES: C[C@H]1N[C@H]1CC=O
Highest occupied orbital energy, eV: -9.586
HOMO-LUMO gap, eV: 10.66

Each line ends with the Mulliken charge.
Element x y z (Å)
C1 -1.384 -0.118 1.199  -1.3203
C2 -1.228 0.058 -0.289  0.0888
N1 -0.853 1.382 -0.785  -0.7050
C3 0.077 0.265 -0.961  0.2035
C4 1.392 0.343 -0.212  -0.9503
C5 1.882 -1.041 0.215  0.0439
O1 1.256 -2.047 -0.011  -0.4632
H1 -0.659 0.493 1.745  0.2770
H2 -2.385 0.189 1.522  0.3725
H3 -1.238 -1.169 1.472  0.2823
H4 -1.962 -0.497 -0.877  0.4290
H5 -1.335 1.599 -1.653  0.2541
H6 0.156 -0.169 -1.958  0.4093
H7 1.279 0.993 0.667  0.3656
H8 2.154 0.840 -0.832  0.3392
H9 2.850 -1.119 0.758  0.3738

=====

Entry 2:
Density functional theory data (the ωB97M-V functional and the def2-TZVPD basis) for a 2-piece molecular cluster, C5H9NO overall at a distorted geometry.

2S+1: 1
Charge: 0
ΔE to the lowest compared entry with this formula, charge and spin, kcal/mol: 50.6
SMILES: C=CCC#N.CO
Highest occupied orbital energy, eV: -10.323
HOMO-LUMO gap, eV: 11.02

Each line ends with the Mulliken charge.
Element x y z (Å)
C1 0.651 1.660 1.155  -0.7438
C2 -0.153 1.131 0.239  -0.0324
C3 -1.454 0.444 0.561  -0.2723
C4 -2.590 1.082 -0.123  0.1762
N1 -3.462 1.610 -0.671  -0.4044
H1 1.591 2.129 0.881  0.2652
H2 0.411 1.650 2.218  0.2396
H3 0.120 1.137 -0.812  0.3012
H4 -1.635 0.455 1.640  0.2935
H5 -1.387 -0.599 0.233  0.1647
C5 1.613 -1.777 -0.703  -0.5769
O1 0.218 -1.849 -0.954  -0.4628
H6 2.042 -0.829 -1.055  0.2528
H7 1.744 -1.840 0.379  0.2311
H8 2.157 -2.609 -1.170  0.2923
H9 0.084 -1.900 -1.908  0.2761

=====

Entry 3:
Density functional theory data (the ωB97M-V functional and the def2-TZVPD basis) for a 2-piece molecular cluster, C5H9NO overall at a distorted geometry.

2S+1: 1
Charge: 0
ΔE to the lowest compared entry with this formula, charge and spin, kcal/mol: 30.5
SMILES: Cc1cc[nH]c1.O
Highest occupied orbital energy, eV: -7.996
HOMO-LUMO gap, eV: 8.91

Each line ends with the Mulliken charge.
Element x y z (Å)
C1 0.722 0.156 -1.931  -1.1800
C2 0.443 0.621 -0.529  0.7167
C3 -0.557 0.246 0.402  -0.6034
C4 -0.549 1.151 1.426  -0.4507
N1 0.480 2.022 1.198  -0.0793
C5 1.160 1.620 0.083  -0.5449
H1 1.723 -0.291 -1.985  0.2869
H2 0.040 -0.657 -2.205  0.3110
H3 0.669 0.924 -2.689  0.2877
H4 -1.333 -0.466 0.170  0.3068
H5 -1.382 1.361 2.073  0.3641
H6 0.958 2.565 1.900  0.2281
H7 1.965 2.144 -0.419  0.3616
O1 -1.660 -3.618 1.079  -0.6367
H8 -0.845 -4.092 1.286  0.3163
H9 -1.832 -3.684 0.140  0.3159

=====

Entry 4:
Density functional theory data (the ωB97M-V functional and the def2-TZVPD basis) for one molecule with the formula C5H9NO at a distorted geometry.

2S+1: 1
Charge: 0
ΔE to the lowest compared entry with this formula, charge and spin, kcal/mol: 79.2
SMILES: C=NCCCC=O
Highest occupied orbital energy, eV: -9.768
HOMO-LUMO gap, eV: 10.61

Each line ends with the Mulliken charge.
Element x y z (Å)
C1 -0.024 -2.539 -1.725  -0.2371
N1 0.445 -1.325 -1.633  -0.4135
C2 0.207 -0.804 -0.317  -0.4168
C3 0.234 0.780 -0.411  -0.5577
C4 0.500 1.472 0.941  -0.5484
C5 -0.808 1.772 1.767  0.0348
O1 -1.071 1.043 2.713  -0.4706
H1 -0.136 -2.978 -2.750  0.2661
H2 -0.530 -3.188 -0.903  0.2348
H3 -0.767 -1.090 -0.043  0.3381
H4 0.815 -1.295 0.652  0.2294
H5 -0.735 0.883 -0.987  0.2994
H6 1.096 0.953 -1.107  0.3232
H7 0.843 2.537 0.687  0.2586
H8 1.260 0.969 1.522  0.3755
H9 -1.329 2.810 1.594  0.2842

=====

Entry 5:
Density functional theory data (the ωB97M-V functional and the def2-TZVPD basis) for one molecule with the formula C5H9NO at a distorted geometry.

2S+1: 1
Charge: 0
ΔE to the lowest compared entry with this formula, charge and spin, kcal/mol: 58.6
SMILES: O=CN1CCCC1
Highest occupied orbital energy, eV: -8.635
HOMO-LUMO gap, eV: 9.59

Each line ends with the Mulliken charge.
Element x y z (Å)
O1 -0.604 1.327 2.259  -0.4591
C1 -1.341 0.553 1.701  -0.0179
N1 -0.875 -0.185 0.577  -0.1055
C2 -0.754 0.731 -0.660  -0.4331
C3 0.536 0.461 -1.380  -0.4675
C4 1.165 -0.717 -0.629  -0.4655
C5 0.285 -1.058 0.589  -0.5165
H1 -2.384 0.367 1.967  0.4044
H2 -1.698 0.359 -1.240  0.2269
H3 -0.766 1.738 -0.278  0.3042
H4 1.279 1.290 -1.187  0.2006
H5 0.571 0.129 -2.410  0.2877
H6 2.126 -0.347 -0.157  0.1893
H7 1.602 -1.647 -1.173  0.3568
H8 0.884 -0.908 1.512  0.2728
H9 -0.026 -2.093 0.511  0.2226

=====

Entry 6:
Density functional theory data (the ωB97M-V functional and the def2-TZVPD basis) for one molecule with the formula C5H9NO at a distorted geometry.

2S+1: 1
Charge: 0
ΔE to the lowest compared entry with this formula, charge and spin, kcal/mol: 76.1
SMILES: C=C(N)CCC=O
Highest occupied orbital energy, eV: -8.914
HOMO-LUMO gap, eV: 9.86

Each line ends with the Mulliken charge.
Element x y z (Å)
C1 0.062 2.568 -0.317  -0.7617
C2 -0.421 1.313 -0.377  0.2058
N1 -1.130 0.633 0.730  -0.6142
C3 0.242 0.290 -1.276  -0.5081
C4 0.953 -0.712 -0.471  -0.4203
C5 0.081 -1.805 0.261  -0.1627
O1 0.192 -2.203 1.416  -0.4958
H1 0.275 3.008 0.632  0.2580
H2 0.314 3.160 -1.206  0.2962
H3 -1.889 -0.033 0.550  0.2940
H4 -0.629 0.255 1.542  0.2872
H5 0.895 0.822 -1.939  0.3887
H6 -0.674 -0.075 -1.876  0.2411
H7 1.605 -0.202 0.300  0.2564
H8 1.710 -1.322 -1.039  0.3598
H9 -0.741 -2.339 -0.317  0.3755

=====

Entry 7:
Density functional theory data (the ωB97M-V functional and the def2-TZVPD basis) for C5H9NO as an isolated structure.

2S+1: 1
Charge: 0
ΔE to the lowest compared entry with this formula, charge and spin, kcal/mol: 67.3
Highest occupied orbital energy, eV: -7.958
HOMO-LUMO gap, eV: 9.03

Each line ends with the Mulliken charge.
Element x y z (Å)
C1 2.105 -0.152 1.410  -0.7316
C2 0.794 0.176 -1.159  -0.4288
C3 -0.633 0.275 -1.659  -0.3682
N1 -1.042 0.539 -0.248  -0.1282
C4 -2.138 -0.194 0.353  -0.9622
C5 0.300 0.306 0.086  0.3418
O1 0.755 0.290 1.342  -0.3961
H1 2.164 -1.218 1.158  0.3261
H2 2.446 0.015 2.432  0.2422
H3 2.733 0.415 0.714  0.2783
H4 1.767 0.238 -1.622  0.3716
H5 -0.892 1.090 -2.343  0.2521
H6 -1.045 -0.674 -2.025  0.2414
H7 -2.122 -0.035 1.435  0.3146
H8 -3.081 0.207 -0.032  0.3211
H9 -2.112 -1.278 0.156  0.3260

=====

Entry 8:
Density functional theory data (the ωB97M-V functional and the def2-TZVPD basis) for one molecule with the formula C5H9NO.

2S+1: 1
Charge: 0
ΔE to the lowest compared entry with this formula, charge and spin, kcal/mol: 34.6
SMILES: C[C@H]1CN(C)C1=O
Highest occupied orbital energy, eV: -9.229
HOMO-LUMO gap, eV: 10.08

Each line ends with the Mulliken charge.
Element x y z (Å)
C1 2.403 -0.082 0.212  -1.2470
C2 0.970 0.154 -0.262  0.2312
C3 -0.183 -0.638 -1.019  -0.4947
N1 -1.064 -0.209 0.077  0.1366
C4 -2.455 0.144 0.212  -0.8549
C5 -0.030 0.206 0.876  0.2871
O1 0.044 0.442 2.059  -0.6428
H1 2.442 -0.820 1.015  0.2981
H2 2.671 0.879 0.673  0.3019
H3 3.168 -0.307 -0.536  0.3484
H4 0.950 1.132 -0.748  0.2150
H5 -0.453 -0.264 -2.019  0.2806
H6 -0.078 -1.729 -1.050  0.2456
H7 -2.510 0.821 1.069  0.2982
H8 -2.827 0.675 -0.674  0.3005
H9 -3.117 -0.703 0.416  0.2962

=====

Entry 9:
Density functional theory data (the ωB97M-V functional and the def2-TZVPD basis) for one molecule with the formula C5H9NO.

2S+1: 1
Charge: 0
ΔE to the lowest compared entry with this formula, charge and spin, kcal/mol: 46.3
SMILES: CC(=O)[C@@H]1CN1C
Highest occupied orbital energy, eV: -9.337
HOMO-LUMO gap, eV: 10.30

Each line ends with the Mulliken charge.
Element x y z (Å)
C1 1.215 -0.465 1.840  -1.0981
C2 1.558 0.207 0.530  0.2413
O1 2.687 0.548 0.243  -0.5667
C3 0.441 0.457 -0.445  0.0973
C4 -0.838 1.135 -0.070  -0.3491
N1 -0.799 -0.284 -0.298  -0.2031
C5 -1.411 -0.802 -1.511  -0.8548
H1 2.109 -0.949 2.239  0.3504
H2 0.879 0.289 2.564  0.2682
H3 0.400 -1.180 1.705  0.3376
H4 0.800 0.670 -1.454  0.3789
H5 -1.280 1.780 -0.832  0.2939
H6 -1.016 1.444 0.959  0.2170
H7 -2.486 -0.597 -1.496  0.2988
H8 -1.272 -1.886 -1.544  0.2791
H9 -0.986 -0.366 -2.428  0.3096

=====

Entry 10:
Density functional theory data (the ωB97M-V functional and the def2-TZVPD basis) for one molecule with the formula C5H9NO at a distorted geometry.

2S+1: 1
Charge: 0
ΔE to the lowest compared entry with this formula, charge and spin, kcal/mol: 113.1
SMILES: CC[C@@H]1N2C[C@]12O
Highest occupied orbital energy, eV: -8.306
HOMO-LUMO gap, eV: 8.94

Each line ends with the Mulliken charge.
Element x y z (Å)
C1 0.579 -1.388 0.333  -1.0513
C2 -0.963 -0.910 0.564  -0.7883
C3 -0.861 0.588 0.739  0.3956
N1 -1.193 1.499 -0.356  -0.7059
C4 -0.243 0.920 -1.305  -0.1571
C5 0.338 0.947 0.029  -0.2254
O1 1.516 1.406 0.488  -0.4867
H1 0.386 -2.432 0.363  0.4162
H2 1.308 -1.137 1.128  0.2992
H3 1.153 -1.243 -0.615  0.2843
H4 -1.577 -1.154 -0.319  0.3123
H5 -1.431 -1.426 1.422  0.3873
H6 -1.076 1.037 1.714  0.4133
H7 -0.447 -0.028 -1.821  0.1793
H8 0.140 1.682 -1.980  0.3908
H9 2.101 1.531 -0.272  0.3363

=====

Entry 11:
Density functional theory data (the ωB97M-V functional and the def2-TZVPD basis) for a 2-piece molecular cluster, C5H9NO overall.

2S+1: 1
Charge: 0
ΔE to the lowest compared entry with this formula, charge and spin, kcal/mol: 111.9
Highest occupied orbital energy, eV: -8.556
HOMO-LUMO gap, eV: 8.71

Each line ends with the Mulliken charge.
Element x y z (Å)
C1 1.496 1.087 -1.691  -0.4107
C2 -0.092 -0.177 0.842  -0.3083
C3 -0.282 -1.542 0.321  -0.8748
C4 -1.318 0.489 1.284  -0.1514
O1 -2.548 -0.191 1.114  -0.5098
C5 2.467 0.158 -1.114  0.3525
N1 3.187 -0.600 -0.623  -0.4155
H1 0.633 1.105 -1.024  -0.0638
H2 1.895 2.100 -1.754  0.3034
H3 1.190 0.765 -2.688  0.2528
H4 0.551 -1.873 -0.304  0.3034
H5 -1.261 -1.766 -0.122  0.3008
H6 -0.219 -2.152 1.244  0.3103
H7 -1.130 0.748 2.342  0.3391
H8 -1.310 1.463 0.759  0.2919
H9 -3.261 0.387 1.413  0.2802

=====

Entry 12:
Density functional theory data (the ωB97M-V functional and the def2-TZVPD basis) for one molecule with the formula C5H9NO.

2S+1: 1
Charge: 0
ΔE to the lowest compared entry with this formula, charge and spin, kcal/mol: 68.5
SMILES: CC(=O)[C@@H]1CN1C
Highest occupied orbital energy, eV: -8.829
HOMO-LUMO gap, eV: 9.71

Each line ends with the Mulliken charge.
Element x y z (Å)
C1 0.692 -0.186 -1.845  -1.0432
C2 1.105 0.830 -0.818  0.6587
O1 1.966 1.655 -1.055  -0.5734
C3 0.592 0.733 0.578  -0.2811
C4 0.548 -0.795 1.080  -0.5103
N1 -0.511 0.102 1.182  -0.0408
C5 -1.910 0.015 0.936  -0.7641
H1 0.605 0.309 -2.812  0.3680
H2 1.474 -0.950 -1.918  0.2616
H3 -0.245 -0.673 -1.574  0.2449
H4 0.934 1.605 1.153  0.3257
H5 1.193 -1.005 1.929  0.2349
H6 0.414 -1.685 0.430  0.2509
H7 -2.348 -0.535 1.776  0.2945
H8 -2.215 -0.458 -0.010  0.2869
H9 -2.294 1.038 0.967  0.2868